Here is a cluster of 4 separate species, C41H84F3N5O in total at a distorted geometry from the OMol25 dataset. Energies are from ωB97M-V/def2-TZVPD.

Geometry as XYZ:
```
134
Properties=species:S:1:pos:R:3:lowdin_charge:R:1
C 5.772 0.482 2.100 -0.145
O 7.055 -0.220 2.277 -0.257
C 7.724 -0.494 0.996 -0.226
C 8.881 -1.697 1.105 -0.169
C 9.336 -2.226 -0.381 -0.220
C 10.153 -3.652 -0.384 -0.220
C 9.362 -4.864 0.421 -0.205
C 7.854 -4.954 -0.279 -0.216
C 7.347 -6.494 -0.549 -0.221
C 5.749 -6.584 -1.033 -0.208
C 4.879 -5.918 0.191 -0.238
C 3.404 -6.588 0.437 -0.207
C 2.341 -6.418 -0.797 -0.183
C 2.452 -5.014 -1.632 -0.140
C 1.712 -3.725 -0.923 -0.289
C 2.716 -3.005 0.205 -0.080
N 3.535 -2.370 1.018 0.136
C 0.217 -4.089 -0.287 -0.137
C 0.257 -4.539 1.288 -0.176
C -0.356 -3.417 2.336 -0.381
C 0.055 -1.868 1.989 -0.130
C 0.075 -3.688 3.915 -0.114
C 1.407 -2.512 -2.034 -0.100
C 1.287 -1.021 -1.290 -0.068
N 1.393 -0.025 -0.434 0.144
C 2.580 -2.355 -3.167 -0.190
F 3.968 -2.302 -2.620 0.026
F 2.447 -3.329 -4.314 0.002
F 2.359 -1.002 -3.803 -0.013
H 5.305 0.353 1.018 0.088
H 4.957 0.125 2.895 0.102
H 5.857 1.661 2.260 0.096
H 6.931 -0.836 0.174 0.121
H 8.221 0.496 0.607 0.130
H 8.413 -2.524 1.798 0.106
H 9.804 -1.201 1.665 0.123
H 8.363 -2.307 -1.030 0.096
H 10.047 -1.413 -0.887 0.124
H 10.196 -4.004 -1.521 0.117
H 11.243 -3.594 0.049 0.109
H 9.923 -5.891 0.405 0.108
H 9.206 -4.555 1.563 0.107
H 7.862 -4.409 -1.340 0.114
H 7.150 -4.313 0.403 0.105
H 7.980 -7.066 -1.371 0.114
H 7.416 -7.166 0.435 0.118
H 5.569 -5.928 -2.002 0.107
H 5.421 -7.697 -1.214 0.111
H 5.507 -6.123 1.186 0.123
H 4.883 -4.756 0.044 0.085
H 3.588 -7.761 0.558 0.122
H 3.024 -6.218 1.481 0.097
H 1.277 -6.667 -0.378 0.104
H 2.594 -7.287 -1.575 0.127
H 3.562 -4.743 -1.968 0.121
H 1.867 -5.193 -2.658 0.137
H -0.528 -3.210 -0.513 0.115
H -0.195 -5.025 -0.902 0.131
H 1.299 -4.901 1.679 0.097
H -0.468 -5.482 1.380 0.126
H -1.543 -3.478 2.222 0.141
H -0.344 -1.532 0.917 0.060
H -0.504 -1.169 2.773 0.072
H 1.203 -1.628 2.114 0.069
H 1.239 -3.527 4.040 0.095
H -0.231 -4.808 4.160 0.083
H -0.570 -2.990 4.612 0.081
H 0.351 -2.726 -2.508 0.171
C -1.313 2.530 2.397 -0.095
C -2.126 3.133 3.540 -0.266
N -2.975 2.166 4.238 -0.189
C -3.961 2.795 5.126 -0.252
C -3.432 3.580 6.321 -0.094
C -2.302 0.989 4.788 -0.251
C -1.170 1.221 5.785 -0.086
H -1.959 2.008 1.683 0.077
H -0.788 3.324 1.855 0.070
H -0.556 1.829 2.761 0.064
H -2.765 3.908 3.095 0.116
H -1.446 3.647 4.226 0.097
H -4.661 2.032 5.487 0.111
H -4.575 3.473 4.522 0.108
H -3.065 2.918 7.109 0.055
H -4.244 4.172 6.758 0.072
H -2.635 4.276 6.046 0.068
H -1.901 0.402 3.953 0.081
H -3.044 0.323 5.248 0.116
H -0.483 2.008 5.467 0.070
H -0.584 0.302 5.891 0.069
H -1.552 1.469 6.777 0.055
C -1.132 4.291 -4.908 -0.094
C -1.945 4.895 -3.765 -0.270
N -2.794 3.927 -3.067 -0.185
C -3.779 4.556 -2.179 -0.256
C -3.250 5.341 -0.984 -0.081
C -2.120 2.751 -2.517 -0.247
C -0.989 2.982 -1.520 -0.081
H -1.778 3.770 -5.622 0.078
H -0.606 5.085 -5.450 0.072
H -0.375 3.590 -4.544 0.064
H -2.584 5.669 -4.210 0.118
H -1.265 5.409 -3.079 0.096
H -4.480 3.793 -1.819 0.103
H -4.394 5.234 -2.784 0.100
H -2.883 4.679 -0.197 0.052
H -4.063 5.934 -0.547 0.068
H -2.454 6.037 -1.260 0.070
H -1.720 2.164 -3.353 0.100
H -2.863 2.085 -2.058 0.114
H -0.301 3.770 -1.839 0.073
H -0.402 2.063 -1.414 0.052
H -1.370 3.231 -0.528 0.034
C -7.532 6.645 -2.177 -0.092
C -8.804 5.902 -2.576 -0.270
N -8.572 4.778 -3.485 -0.190
C -9.804 4.260 -4.092 -0.252
C -10.835 3.628 -3.163 -0.095
C -7.625 3.759 -3.030 -0.245
C -7.915 3.062 -1.705 -0.086
H -6.975 6.980 -3.057 0.080
H -7.789 7.532 -1.587 0.074
H -6.873 6.025 -1.561 0.056
H -9.451 6.634 -3.078 0.118
H -9.332 5.589 -1.669 0.096
H -9.545 3.537 -4.876 0.111
H -10.291 5.085 -4.625 0.108
H -10.521 2.638 -2.825 0.055
H -11.780 3.494 -3.702 0.072
H -11.046 4.249 -2.288 0.067
H -6.633 4.222 -2.958 0.080
H -7.505 2.996 -3.811 0.118
H -8.218 3.759 -0.920 0.069
H -7.012 2.551 -1.355 0.068
H -8.689 2.298 -1.812 0.054
```

Its HOMO-LUMO gap is 8.12 eV. As for the LUMO energy: 0.121 eV. Its SMILES is COCCCCCCCCCCCC[C@](C#N)(CCC(C)C)[C@@H](C#N)C(F)(F)F.CCN(CC)CC.CCN(CC)CC.CCN(CC)CC. The maximum force comes out at 12.65 eV/Å. The spin multiplicity is 1. The total energy comes out at -61514.965 eV.

=====

Here is a cluster of 8 separate species, C41H85BO31PSi in total at a distorted geometry from the OMol25 dataset. Energies are from ωB97M-V/def2-TZVPD.

Geometry as XYZ:
```
160
Properties=species:S:1:pos:R:3:lowdin_charge:R:1
C 2.767 5.686 -3.696 -0.083
C 2.119 6.092 -2.355 -0.291
O 1.017 5.330 -1.972 -0.184
C 1.299 3.956 -1.738 -0.197
P 1.601 3.459 0.109 0.658
O 2.991 4.529 0.325 -0.260
C 0.562 4.866 0.857 -0.198
C -0.946 4.887 0.598 -0.266
O -1.292 5.964 -0.309 -0.224
Si -2.568 5.606 -1.309 0.416
C -2.580 6.958 -2.641 -0.162
C -2.427 3.972 -2.238 -0.149
C -4.182 5.796 -0.354 -0.170
B 1.979 2.814 1.950 -0.473
C 0.887 2.208 2.957 -0.037
O 3.283 2.872 2.446 0.068
O 0.352 2.212 0.106 -0.303
C 0.876 0.940 -0.223 -0.155
C 2.300 1.027 -0.878 -0.449
C 3.365 0.132 -0.161 -0.111
C 4.765 0.335 -0.814 -0.180
C 5.932 0.170 0.183 -0.146
C 6.831 1.408 0.387 -0.159
O 6.265 2.671 -0.042 -0.036
C 6.814 2.992 -1.235 -0.401
O 7.512 3.914 -1.364 0.128
C 2.378 0.583 -2.371 -0.070
C 1.085 0.713 -3.165 -0.138
O 0.265 -0.501 -3.009 -0.056
C -1.015 -0.135 -3.370 -0.581
C -2.072 -0.290 -2.320 0.035
O -1.223 0.297 -4.429 0.141
O 2.773 2.309 -0.558 -0.252
H 3.250 6.527 -4.194 0.062
H 2.092 5.170 -4.382 0.073
H 3.580 4.983 -3.477 0.058
H 1.751 7.117 -2.478 0.112
H 2.913 6.157 -1.601 0.105
H 2.126 3.547 -2.320 0.085
H 0.400 3.401 -2.036 0.068
H 3.585 4.309 -0.403 0.027
H 0.969 5.827 0.549 0.087
H 0.709 4.846 1.946 0.066
H -1.387 3.930 0.303 0.084
H -1.443 5.163 1.543 0.107
H -1.575 6.988 -3.074 0.024
H -3.234 6.664 -3.467 0.023
H -2.842 7.938 -2.245 0.022
H -1.753 4.082 -3.090 0.036
H -2.022 3.153 -1.639 0.011
H -3.421 3.706 -2.611 0.031
H -4.328 5.040 0.425 0.024
H -4.270 6.764 0.146 0.027
H -5.064 5.727 -1.002 0.022
H 0.937 1.114 2.936 0.042
H -0.145 2.475 2.717 0.052
H 1.070 2.558 3.986 0.051
H 3.284 3.088 3.389 0.080
H 0.907 0.318 0.688 0.116
H 0.099 0.469 -0.830 0.090
H 3.456 0.388 0.895 0.111
H 3.092 -0.921 -0.312 0.116
H 4.809 1.242 -1.405 0.082
H 4.855 -0.484 -1.535 0.102
H 6.582 -0.624 -0.198 0.100
H 5.545 -0.208 1.130 0.103
H 7.803 1.295 -0.104 0.114
H 7.053 1.518 1.448 0.122
H 6.596 2.357 -2.111 0.151
H 3.128 1.170 -2.900 0.124
H 2.669 -0.468 -2.404 0.116
H 1.341 0.828 -4.218 0.123
H 0.459 1.558 -2.881 0.108
H -3.030 -0.176 -2.817 0.088
H -1.899 0.484 -1.568 0.086
H -2.026 -1.257 -1.822 0.086
C -3.039 -3.390 -5.629 -0.022
O -4.023 -3.342 -4.592 0.008
C -4.392 -4.532 -4.124 -0.618
O -3.979 -5.602 -4.493 0.123
O -5.306 -4.335 -3.165 -0.005
C -5.794 -5.535 -2.568 -0.049
H -2.823 -2.367 -5.924 0.089
H -2.121 -3.850 -5.264 0.087
H -3.418 -3.927 -6.497 0.101
H -4.985 -6.082 -2.085 0.097
H -6.287 -6.162 -3.309 0.096
H -6.521 -5.243 -1.814 0.091
C 3.900 -2.211 -7.899 -0.048
O 2.891 -3.073 -7.373 -0.002
C 2.526 -2.783 -6.118 -0.615
O 2.973 -1.893 -5.443 0.129
O 1.586 -3.654 -5.750 0.005
C 1.097 -3.459 -4.419 -0.029
H 4.108 -2.544 -8.913 0.090
H 3.549 -1.181 -7.930 0.098
H 4.813 -2.283 -7.309 0.096
H 0.636 -2.479 -4.315 0.079
H 1.901 -3.583 -3.694 0.101
H 0.342 -4.218 -4.227 0.088
C -7.474 -0.900 -9.524 -0.047
O -6.433 0.075 -9.494 0.002
C -5.313 -0.337 -8.890 -0.619
O -5.138 -1.421 -8.395 0.118
O -4.430 0.659 -8.929 0.006
C -3.174 0.364 -8.308 -0.031
H -8.320 -0.448 -10.036 0.091
H -7.158 -1.784 -10.076 0.096
H -7.777 -1.171 -8.513 0.097
H -2.686 -0.471 -8.809 0.097
H -3.309 0.148 -7.250 0.094
H -2.553 1.249 -8.409 0.096
C -0.978 -1.553 3.960 -0.026
O -1.458 -1.597 2.615 0.013
C -2.666 -2.136 2.466 -0.613
O -3.364 -2.582 3.343 0.111
O -2.972 -2.095 1.168 0.002
C -4.251 -2.637 0.841 -0.039
H 0.005 -1.091 3.931 0.089
H -1.634 -0.946 4.582 0.104
H -0.885 -2.557 4.370 0.082
H -5.044 -2.080 1.337 0.099
H -4.302 -3.693 1.108 0.093
H -4.373 -2.540 -0.236 0.088
C -0.060 -7.147 8.059 -0.043
O -0.371 -7.200 6.667 0.001
C -1.272 -6.294 6.272 -0.619
O -1.809 -5.479 6.977 0.124
O -1.467 -6.450 4.963 0.006
C -2.414 -5.539 4.393 -0.033
H 0.675 -7.923 8.257 0.089
H 0.370 -6.181 8.321 0.097
H -0.947 -7.344 8.660 0.097
H -2.081 -4.512 4.509 0.068
H -3.395 -5.673 4.845 0.103
H -2.483 -5.766 3.332 0.096
C 0.358 7.287 4.008 -0.024
O -0.636 6.391 4.513 0.009
C -1.086 6.691 5.726 -0.620
O -0.737 7.622 6.408 0.114
O -2.002 5.776 6.067 0.002
C -2.575 5.974 7.356 -0.053
H 0.639 6.933 3.019 0.084
H -0.043 8.296 3.920 0.098
H 1.240 7.282 4.646 0.099
H -3.094 6.931 7.405 0.095
H -1.811 5.917 8.131 0.095
H -3.295 5.174 7.512 0.090
C 3.624 -7.050 11.695 -0.040
O 3.178 -8.045 10.772 -0.001
C 4.003 -9.086 10.643 -0.619
O 5.048 -9.237 11.222 0.125
O 3.467 -9.930 9.757 0.000
C 4.248 -11.101 9.514 -0.042
H 2.871 -6.267 11.707 0.093
H 3.715 -7.468 12.697 0.097
H 4.572 -6.624 11.372 0.099
H 4.365 -11.681 10.428 0.097
H 5.221 -10.836 9.104 0.098
H 3.708 -11.697 8.784 0.093
```

Its HOMO-LUMO gap is 5.43 eV. As for the LUMO energy: 1.616 eV. Its net charge is -1. The maximum force comes out at 3.92 eV/Å. The spin multiplicity is 1. The total energy comes out at -125213.379 eV.

=====

Here is a cluster of 14 separate species, C41H89ClN2O16S in total at a distorted geometry from the OMol25 dataset. Energies are from ωB97M-V/def2-TZVPD.

Geometry as XYZ:
```
150
Properties=species:S:1:pos:R:3:lowdin_charge:R:1
C 0.413 5.269 2.693 -0.091
C 0.889 5.218 1.214 -0.241
N -0.331 5.346 0.347 -0.002
C -0.720 4.047 -0.121 -0.215
C -1.475 3.230 0.689 0.059
C -1.790 1.977 0.223 -0.094
C -1.372 1.568 -1.031 -0.062
C -0.618 2.375 -1.872 -0.131
C -0.178 1.865 -3.230 -0.005
C -0.287 3.641 -1.382 -0.186
N 0.531 4.501 -2.182 0.116
C -1.749 0.158 -1.442 -0.234
O -2.184 -0.124 -2.545 0.101
C -1.583 -0.863 -0.327 -0.050
C -2.018 -0.443 0.908 -0.085
C -1.942 -1.245 2.013 0.041
C -1.390 -2.504 1.855 -0.213
C -1.240 -3.399 3.080 -0.167
C 0.217 -3.388 3.560 -0.207
C 0.649 -2.006 4.142 -0.176
C 1.770 -1.410 3.242 -0.211
C 3.143 -2.024 3.601 -0.189
C 4.082 -1.895 2.378 -0.166
C 4.312 -3.245 1.699 -0.245
O 4.862 -3.052 0.399 -0.191
C 5.046 -4.324 -0.205 -0.101
C -0.937 -2.932 0.598 -0.420
S -0.174 -4.562 0.511 0.850
C -1.034 -2.117 -0.533 -0.198
C -0.535 -2.526 -1.912 -0.574
Cl -1.202 -4.096 -2.478 0.671
C 1.049 -2.482 -1.867 -0.238
C 1.756 -3.713 -2.457 -0.139
C -2.564 0.967 1.026 -0.245
O -3.555 1.238 1.685 0.110
H 0.306 4.256 3.096 0.064
H 1.194 5.777 3.273 0.058
H -0.526 5.817 2.774 0.072
H 1.434 4.288 1.019 0.112
H 1.497 6.106 1.015 0.104
H -0.113 5.919 -0.459 0.094
H -1.812 3.556 1.668 0.135
H 0.421 0.960 -3.067 0.079
H 0.389 2.582 -3.823 0.076
H -1.061 1.550 -3.790 0.082
H 1.152 3.871 -2.684 0.074
H 1.162 4.955 -1.518 0.080
H -2.282 -0.930 2.995 0.135
H -1.586 -4.395 2.786 0.092
H -1.897 -3.074 3.895 0.122
H 0.921 -3.643 2.765 0.058
H 0.345 -4.136 4.350 0.094
H -0.194 -1.316 4.256 0.097
H 1.111 -2.158 5.126 0.106
H 1.535 -1.678 2.200 0.097
H 1.811 -0.314 3.306 0.113
H 3.547 -1.519 4.486 0.113
H 2.940 -3.073 3.860 0.106
H 5.055 -1.450 2.608 0.118
H 3.579 -1.259 1.636 0.086
H 5.045 -3.800 2.312 0.128
H 3.389 -3.848 1.646 0.124
H 4.190 -4.583 -0.847 0.080
H 5.185 -5.146 0.509 0.091
H 5.922 -4.297 -0.866 0.069
H -1.221 -5.400 0.663 -0.119
H -0.821 -1.799 -2.666 0.079
H 1.350 -1.549 -2.358 0.095
H 1.355 -2.357 -0.819 0.093
H 1.366 -4.032 -3.424 0.058
H 1.733 -4.508 -1.708 0.039
H 2.806 -3.430 -2.626 0.070
C 4.475 5.659 2.200 -0.151
O 4.202 5.365 0.828 -0.139
H 3.769 5.103 2.814 0.072
H 5.489 5.357 2.453 0.057
H 4.353 6.728 2.386 0.081
H 4.831 5.862 0.298 0.069
C -5.170 -2.337 -0.763 -0.139
O -5.300 -2.411 -2.182 -0.118
H -5.810 -3.096 -0.319 0.086
H -4.129 -2.529 -0.475 0.067
H -5.474 -1.358 -0.411 0.047
H -4.727 -1.736 -2.558 0.060
C 0.738 -7.264 5.800 -0.151
O 1.327 -6.413 4.821 -0.134
H -0.343 -7.208 5.694 0.078
H 1.059 -8.298 5.648 0.076
H 1.017 -6.938 6.805 0.076
H 2.281 -6.472 4.925 0.073
C -3.562 -6.646 -0.642 -0.169
O -3.720 -6.658 -2.050 -0.123
H -4.199 -7.420 -0.220 0.080
H -2.521 -6.856 -0.375 0.056
H -3.859 -5.675 -0.232 0.073
H -3.152 -5.969 -2.410 0.018
C 8.030 8.024 3.001 -0.147
O 7.358 6.797 2.726 -0.141
H 7.630 8.430 3.927 0.079
H 9.103 7.852 3.119 0.076
H 7.861 8.740 2.193 0.076
H 7.723 6.450 1.907 0.075
C -7.287 0.153 2.242 -0.141
O -6.548 -0.345 1.132 -0.148
H -8.320 -0.176 2.148 0.082
H -6.873 -0.229 3.178 0.080
H -7.253 1.246 2.246 0.064
H -5.640 -0.036 1.236 0.046
C 7.932 -2.525 -3.056 -0.150
O 7.850 -1.879 -1.784 -0.130
H 8.889 -2.276 -3.509 0.078
H 7.859 -3.606 -2.932 0.047
H 7.124 -2.171 -3.705 0.077
H 6.999 -2.106 -1.396 0.050
C -6.714 3.174 -0.077 -0.138
O -8.013 3.547 0.376 -0.130
H -6.135 4.077 -0.255 0.084
H -6.212 2.570 0.682 0.057
H -6.795 2.607 -1.008 0.068
H -8.507 2.735 0.526 0.068
C -4.883 2.704 -3.717 -0.133
O -4.677 4.115 -3.744 -0.130
H -4.009 2.234 -3.270 0.071
H -5.766 2.471 -3.118 0.063
H -5.017 2.327 -4.734 0.075
H -5.460 4.509 -4.140 0.074
C 8.913 -6.510 -2.675 -0.145
O 7.817 -5.746 -2.177 -0.150
H 8.781 -6.634 -3.747 0.080
H 9.855 -5.989 -2.487 0.079
H 8.938 -7.493 -2.200 0.076
H 7.947 -5.644 -1.229 0.072
C 3.716 0.448 -0.905 -0.128
O 2.357 0.556 -1.328 -0.139
H 4.356 0.644 -1.762 0.082
H 3.929 1.180 -0.123 0.082
H 3.919 -0.560 -0.530 0.058
H 1.803 0.381 -0.561 0.068
C -10.038 6.093 -0.841 -0.163
O -11.010 7.072 -0.477 -0.133
H -10.164 5.862 -1.896 0.077
H -9.031 6.484 -0.676 0.076
H -10.177 5.184 -0.254 0.064
H -10.887 7.266 0.456 0.068
C -3.476 3.806 -7.343 -0.157
O -4.443 4.777 -6.964 -0.130
H -3.609 3.587 -8.400 0.077
H -2.466 4.191 -7.181 0.077
H -3.612 2.886 -6.766 0.065
H -4.311 4.959 -6.027 0.047
```

Its HOMO-LUMO gap is 7.99 eV. As for the LUMO energy: -0.625 eV. The calculation puts the energy above the lowest of the compared OMol25 structures with the same formula, charge and spin at 0.000 eV. The maximum force comes out at 1.89 eV/Å. The spin multiplicity is 1. The total energy comes out at -103052.060 eV.